No. 1
ORCA calculation (the ωB97M-V functional and the def2-TZVPD basis) on C17H41CuN6SSb as an isolated structure.

XYZ file:
```
67
Properties=species:S:1:pos:R:3:forces:R:3
Cu -14.4349 -13.2280 4.4221 -0.8296 0.3890 1.1792
N -12.9176 -13.4628 6.0400 1.3637 0.1955 -0.0307
C -13.5823 -13.6905 7.3709 0.3629 0.5634 0.4219
C -14.8874 -12.9181 7.4244 -0.3521 -1.0907 -0.6146
N -15.5859 -12.9197 6.0990 0.0857 0.1015 0.1063
C -16.6550 -13.9239 6.0459 -3.0483 1.2034 0.4521
C -16.3632 -15.1133 5.2125 -1.7746 -1.0688 -1.0807
N -15.8289 -14.6695 3.8875 0.4504 -0.2789 -0.0416
H -12.2662 -12.6374 6.1058 -1.0107 -0.8247 -0.0690
H -12.2499 -14.2362 5.8930 -0.4335 0.3683 0.0141
H -13.7513 -14.7638 7.5671 0.2443 0.4409 -0.4142
H -12.9780 -13.2745 8.2112 -0.0914 -0.6295 -0.6584
H -15.5432 -13.4496 8.1274 0.2133 0.6850 0.1436
H -14.7234 -11.9022 7.7060 0.0577 0.6659 0.3234
H -15.9765 -11.9796 5.9590 0.0353 -0.5186 0.0306
H -16.9633 -14.2220 7.0581 0.3607 -0.1564 -0.1971
H -17.6293 -13.4323 5.7000 1.4109 -0.4510 0.0050
H -15.6522 -15.7535 5.6564 0.9868 -0.7217 0.5909
H -17.3312 -15.7442 5.1152 1.5950 1.0143 -0.0253
H -15.2073 -15.3743 3.4526 -0.8767 0.1775 0.2674
H -16.6291 -14.5376 3.2639 0.5429 0.3463 -0.1477
C -11.5763 -6.8578 8.9774 -1.1324 0.3895 0.2056
C -11.2877 -6.1575 7.6577 0.9382 0.1561 -2.3537
C -12.5422 -5.6643 6.8181 -0.9004 0.8499 2.0200
Sb -10.2417 -7.4071 6.0691 0.1644 0.6079 0.1040
C -9.0480 -5.7849 4.9867 -0.5619 -0.7378 -0.0740
C -8.7878 -6.2507 3.5450 0.3821 -0.5267 0.3133
C -9.7154 -4.4074 5.0166 -0.2857 -0.1902 -0.2660
C -8.7345 -8.5089 7.2884 0.0098 0.4327 -1.7292
C -7.3025 -7.8960 7.3213 -0.5152 -0.0582 1.4022
C -8.7161 -9.9301 6.7034 0.1168 -0.8271 1.2313
H -12.1958 -6.1406 9.5822 0.4112 -0.7346 -0.2964
H -10.7131 -7.1238 9.6007 -0.0241 0.1367 -0.4374
H -12.1944 -7.7812 8.8270 0.4509 0.6961 0.0927
H -10.5031 -5.3425 7.6911 -1.2386 -0.6264 0.6009
H -12.2646 -4.8262 6.1583 -0.0709 -0.3919 0.2351
H -13.3852 -5.2672 7.5192 1.4973 -0.4402 -0.9537
H -13.0732 -6.4135 6.2121 0.5292 -0.1306 0.1678
H -8.0878 -5.7980 5.5031 -0.0576 0.2879 0.1389
H -9.6646 -6.5033 2.9535 -0.3522 0.0681 0.1839
H -8.1238 -7.1213 3.5067 -0.1623 -0.1066 0.1909
H -8.2473 -5.5034 2.9890 0.1769 0.6285 -0.1981
H -10.5935 -4.3555 4.3330 0.4672 -0.1357 0.5385
H -9.0375 -3.6191 4.7020 0.3130 -0.0176 -0.3136
H -10.0074 -4.1027 6.0138 -0.2974 -0.0516 0.2361
H -9.2676 -8.4932 8.2357 0.4365 -0.0938 0.3502
H -6.8590 -7.7394 6.3375 -0.1319 -0.3402 -0.0926
H -6.6075 -8.5405 7.9513 -0.7480 0.8146 -0.7699
H -7.3693 -6.8831 7.7727 0.2411 -0.6178 -0.0486
H -8.0916 -10.0267 5.8176 -0.1353 0.2432 -0.2534
H -9.7131 -10.3986 6.5077 0.6046 0.5872 0.0789
H -8.2214 -10.5727 7.4617 -0.1912 0.0351 -0.3461
C -14.2628 -8.6142 -0.1509 1.1196 -0.6210 -0.1686
C -14.5353 -8.8877 1.3326 -1.8804 2.3841 0.5756
C -13.8460 -10.0185 1.9646 0.4049 -2.1947 0.7167
N -14.5131 -10.8539 2.6910 -0.6813 0.0500 -0.5077
N -13.8810 -12.0355 3.0050 2.1748 0.2908 -0.3295
C -12.6331 -12.0420 2.5540 0.7524 -0.5225 -0.6877
N -11.7663 -13.0923 2.5097 -1.3987 -0.2051 1.1607
S -12.0831 -10.5883 1.7864 -2.2731 0.4708 0.0421
H -15.0459 -8.1410 -0.7416 -0.2997 -0.2346 0.4850
H -13.9704 -9.5585 -0.6124 -0.2693 0.0321 -0.3833
H -13.3956 -7.9657 -0.2624 0.1091 0.0523 0.0746
H -15.6827 -8.9565 1.5349 2.1604 -0.3328 -0.2085
H -14.2229 -7.9876 1.8990 -0.2235 -0.2181 -0.1812
H -11.9494 -14.0400 2.8937 0.3048 1.3446 -0.6376
H -10.9321 -12.8785 2.0142 0.7732 -0.6132 -0.1635
```
Forces are in eV/Å.

Values from the calculation:
Gap between HOMO and LUMO (spin up / spin down) in hartree: 0.1955 / 0.0881
E in eV: -89230.0651
2S+1: 2
Energy relative to the best compared isomer or geometry (same formula, charge and spin) in kJ/mol: 57.9
LUMO level (spin up / spin down) in eV: -6.1 / -9.0
Total charge: +2

Results of the Mulliken charge analysis, in e, for atoms 1 through 2: Cu -0.45; N -0.41

No. 2
ORCA calculation (the ωB97M-V functional and the def2-TZVPD basis) on a 2-piece molecular cluster, C17H41FN6O4P overall.

XYZ file:
```
70
Properties=species:S:1:pos:R:3:forces:R:3
C -1.4650 1.0350 0.8787 0.4967 0.2738 -0.5802
C -0.4292 -0.2393 0.9706 -1.0282 0.7790 -1.0398
O 0.3168 -0.2868 2.2722 0.1181 -2.2763 -1.6306
C 0.9189 -1.6612 2.3071 -1.9145 1.0519 -0.6851
N 2.2635 -1.5761 2.9419 -0.8451 1.1384 3.0445
C 3.0027 -2.8742 3.0769 2.1745 -0.8913 -0.0173
C 2.4405 -4.1218 2.1931 0.6693 -0.9602 -0.1657
C 1.2218 -4.9909 2.8404 -0.6567 -0.6711 -0.4847
C -0.1278 -4.8943 1.8656 -0.3350 0.0621 0.5630
C 0.8464 -4.6674 4.3965 -0.9816 -0.8630 0.4760
C 2.1963 -0.9342 4.3535 0.8645 1.4315 -1.0668
N 1.4326 -1.5343 5.5120 2.3062 1.7526 -0.9666
C 0.5075 -0.5526 6.1927 -2.0302 -0.6397 1.2019
C 0.5766 -0.9080 7.8234 3.0098 3.0880 5.6828
O 1.2787 -0.2023 8.7136 -5.0136 -5.1691 -6.6548
F -0.1830 -2.0924 8.3457 2.2692 3.6638 -2.2928
N 2.9379 0.2447 4.4959 -2.5497 -4.2423 -0.2650
O 3.6239 0.7010 3.3939 1.6139 -0.6106 1.2838
H -1.3294 1.7922 1.7792 -0.3746 -1.7865 -1.8185
H -2.5676 0.6459 0.7747 2.1901 0.8893 0.4865
H -1.2097 1.6296 -0.1233 -0.5806 -1.2938 2.2030
H -1.0742 -1.2218 0.7948 1.5074 1.8808 0.6169
H 0.3323 -0.1275 0.0769 -1.2634 -0.3881 1.9217
H 0.1590 -2.3175 2.9081 1.5258 0.9167 -1.2327
H 0.9979 -1.9727 1.1577 0.3082 0.2163 2.8700
H 3.1335 -3.0989 4.2356 -0.4297 -0.1550 -2.4683
H 4.1163 -2.6734 2.6922 -2.3821 -0.3791 0.7723
H 3.3567 -4.8781 2.0647 -1.8564 1.8697 0.4049
H 2.1595 -3.8212 1.0728 0.7387 -0.3529 2.6352
H 1.5366 -6.1415 2.7990 -0.5123 2.6342 0.1321
H -0.9124 -4.1198 2.3115 1.6239 -1.6900 -0.9626
H -0.6475 -5.9413 1.8046 0.9369 2.0630 0.1623
H 0.1258 -4.5592 0.7734 -0.3377 -0.6697 2.0824
H 1.7637 -4.5449 5.1214 -1.7032 -0.2214 -1.5920
H 0.2449 -5.6148 4.8040 1.3108 2.0741 -0.8805
H 0.1011 -3.7537 4.5466 1.7762 -1.8178 -0.4927
H 2.1583 -1.8773 6.2093 -1.0548 0.4390 -1.1800
H -0.5997 -0.8084 5.8582 2.3432 0.6250 0.6354
H 0.7170 0.5751 5.9616 -0.3046 -2.1760 0.9533
H 3.0075 0.7732 5.4015 -0.0597 -0.5611 -1.1672
H 4.5342 0.2604 3.5106 -1.5649 1.0112 -0.5939
O -0.3028 2.0943 -2.8369 2.5863 3.9181 1.1053
P -0.7766 2.9989 -4.0007 -5.5543 -7.4467 -2.4858
N -2.3949 2.9267 -3.4647 -1.2116 -0.0465 2.1741
C -3.6125 2.6829 -4.1850 -0.2244 0.0746 -0.9766
C -2.6723 3.8849 -2.3801 0.3599 -0.3882 0.0061
N -0.3943 1.7625 -5.1675 1.4029 -1.0698 -1.0591
C -1.3561 0.7664 -5.6237 -0.4820 0.1171 -0.2904
C 0.8321 0.9952 -4.8465 0.2025 0.6104 0.3852
N -1.3214 4.0389 -5.3386 2.1987 4.2222 0.5920
C -1.8737 3.6758 -6.6392 -0.0540 -1.0516 -0.1900
C -0.2144 4.9761 -5.6052 0.0781 0.3934 -0.0302
H -3.9625 3.5686 -4.7308 -0.1350 0.0433 -0.1057
H -4.4197 2.3872 -3.5070 0.2487 0.1599 0.2694
H -3.5388 1.8457 -4.8828 0.1696 0.2436 0.0527
H -2.7408 4.9003 -2.7741 -0.1776 0.3126 0.0095
H -1.8865 3.8600 -1.6241 0.1355 -0.0183 -0.0510
H -3.6084 3.6472 -1.8576 0.1411 -0.0571 -0.2847
H -1.7917 0.1943 -4.7981 -0.0124 -0.1149 0.1271
H -0.8896 0.0553 -6.3174 0.2534 0.1792 0.2821
H -2.1681 1.1836 -6.2096 -0.0990 0.1859 0.1146
H 0.6324 0.2237 -4.0936 0.1412 0.0130 0.0092
H 1.6229 1.6590 -4.4615 -0.3246 -0.2766 -0.0569
H 1.2388 0.5131 -5.7358 -0.2514 0.0685 -0.1970
H -1.1594 3.1370 -7.2709 0.0317 -0.0860 0.0351
H -2.1662 4.5825 -7.1842 0.3138 0.2021 0.4826
H -2.7965 3.1022 -6.5742 0.2207 -0.0957 0.1933
H 0.6394 4.4540 -6.0556 0.0800 0.1202 -0.1474
H 0.1303 5.4377 -4.6718 0.0016 -0.0277 0.0356
H -0.5115 5.7963 -6.2715 -0.0440 -0.2305 0.1107
```
Forces are in eV/Å.

Values from the calculation:
Gap between HOMO and LUMO in hartree: 0.1617
E in eV: -47410.1832
LUMO level in eV: -5.1
Total charge: +1

Results of the Mulliken charge analysis, in e, for atoms 1 through 2: C -0.66; C -0.24

No. 3
ORCA calculation (the ωB97M-V functional and the def2-TZVPD basis) on C17H41N5O6P2Re as an isolated structure.

XYZ file:
```
72
Properties=species:S:1:pos:R:3:forces:R:3
Re 0.8746 1.8881 0.4287 -1.6079 -2.1614 -3.6915
C 1.6465 3.3766 4.2572 0.3651 -1.8965 0.7279
N 0.5226 3.6389 3.3870 -1.1368 -0.1471 -1.6476
C -0.7239 4.0721 3.9788 -1.6090 -0.0617 0.3133
C 0.6151 3.5319 2.0310 2.2147 1.5985 1.6949
N 1.8388 3.0539 1.5349 -0.4839 -0.8192 0.9711
N 0.1114 4.5985 1.2678 -1.8586 1.0937 1.1066
C -0.0494 4.5034 -0.0561 0.5074 3.2032 -3.0198
N -0.2897 5.6525 -0.7464 -0.0367 -2.2607 1.7430
N 0.3036 3.3773 -0.6998 -0.9205 -0.2839 -0.5769
H 1.3449 3.5964 5.2931 0.2959 0.1329 -0.4745
H 2.5194 3.9413 3.9265 0.0122 0.2869 0.2455
H 1.9238 2.2740 4.2542 -0.3219 1.0652 -0.0234
H -1.2943 3.1529 4.3144 0.8891 0.9126 0.4733
H -1.4315 4.4256 3.2139 0.4277 0.2729 0.1447
H -0.5553 4.8575 4.7577 -0.2381 -0.9273 -0.4632
H 2.5390 2.8833 2.2468 0.8996 0.0397 -0.2685
H -0.2760 5.4408 1.7823 0.7038 -1.3106 -0.8448
H -0.3815 6.4317 -0.1088 -0.3004 0.7820 -0.9622
H -0.5389 5.6838 -1.7453 0.1715 0.2208 0.7600
H 0.2556 3.3928 -1.7671 0.1621 -0.1182 1.8366
C 2.5635 -1.2838 -3.9042 1.7103 1.2164 0.4407
C 1.7385 -0.5466 -2.8744 1.9842 0.8402 -0.8480
C 0.4032 -0.4572 -3.5060 -2.5023 0.4077 0.5542
O 1.7910 -1.3949 -1.6244 -0.8104 0.6271 1.2152
P 1.8015 -1.1402 -0.0912 3.0659 -3.9867 -1.0798
O 1.9857 0.3531 0.2978 0.5309 0.8876 0.7312
C 0.2408 -1.6372 0.6109 0.1381 0.3126 0.0801
P -1.1514 -0.7736 -0.1262 -2.8733 -2.1550 -0.1531
O -0.5604 0.5584 -0.5747 1.9184 2.7222 1.2623
O -1.6996 -1.5202 -1.3744 0.1200 0.8036 1.0487
C -2.8567 -2.5459 -1.5086 0.5472 -0.9314 -0.1776
C -3.5709 -2.2040 -2.7890 1.1616 0.7513 -0.1140
C -2.2478 -3.9435 -1.4698 -0.3273 -0.3559 -0.8480
O -2.2305 -0.6132 0.9960 1.0499 -0.3766 -0.8198
C -3.7029 -0.1171 0.9017 0.8199 0.6036 -2.5094
C -4.5171 -1.0435 1.7044 -0.9525 -0.3527 0.1142
C -3.5982 1.2702 1.4475 -0.1237 0.0409 1.3507
O 3.0523 -1.9007 0.5355 -3.3439 2.6519 -0.4857
C 3.7087 -3.2235 0.4622 1.8668 -1.3898 0.0484
C 5.1975 -2.8834 0.4913 0.0153 0.9213 0.7066
C 3.3901 -3.9521 -0.8125 1.0753 -0.3055 0.0062
H 2.6821 -0.6246 -4.7755 -0.3349 -0.2811 0.0990
H 1.9922 -2.1458 -4.1458 0.0399 -1.0130 -0.5255
H 3.6068 -1.4799 -3.6050 -0.5744 -0.3221 0.1368
H 2.2256 0.4210 -2.5725 -0.5563 -0.7300 -0.2642
H -0.0384 -1.4628 -3.4825 0.0460 0.1924 -0.0689
H 0.3972 -0.1614 -4.5841 0.4665 -0.0496 1.0234
H -0.3108 0.1931 -2.9497 0.4201 -0.3301 -0.5400
H 0.2218 -1.4301 1.6708 0.1772 0.0465 0.5558
H 0.2237 -2.7049 0.5128 -0.4182 -0.7760 -0.1656
H -3.5352 -2.4797 -0.6684 0.2172 0.7641 0.4175
H -2.8189 -1.9897 -3.5801 -0.4973 -0.2741 0.3905
H -4.1353 -1.2910 -2.6098 -0.4027 -0.1235 -0.3869
H -4.1763 -3.0460 -3.1146 -0.2637 0.1304 0.0956
H -1.2137 -4.0094 -1.0803 -0.6653 0.0715 -0.0844
H -2.2743 -4.3485 -2.5072 0.3415 0.0862 0.7722
H -2.9443 -4.5535 -0.8703 0.5860 -0.0406 -0.1731
H -3.9881 -0.1036 -0.2300 0.5648 -0.2032 1.9478
H -4.1660 -1.1011 2.7520 -0.4927 0.1569 -0.4964
H -4.5399 -2.0389 1.2725 0.2183 -0.2105 0.0468
H -5.5697 -0.6999 1.5819 0.5823 -0.0879 0.6239
H -3.2061 1.1868 2.4615 -0.1990 -0.1663 0.3261
H -4.5798 1.7229 1.5480 -0.0717 0.2027 -0.2705
H -2.8841 1.9284 0.9825 0.0009 0.2202 -0.9540
H 3.4667 -3.8050 1.3813 -0.3246 0.7482 -0.5916
H 5.5702 -2.4230 -0.4411 -0.3471 -0.3073 0.3166
H 5.8055 -3.7459 0.7372 -0.0556 -0.3324 -0.1640
H 5.3716 -2.1714 1.3140 0.0529 -0.1801 -0.2724
H 3.8883 -3.3818 -1.6173 -0.6892 -0.3642 -0.0087
H 2.3272 -4.0802 -0.9399 -0.3393 -0.2340 -0.4082
H 3.9099 -4.9487 -0.7831 -0.6870 0.8526 0.0547
```
Forces are in eV/Å.

Values from the calculation:
Gap between HOMO and LUMO (spin up / spin down) in hartree: 0.1902 / 0.1909
E in eV: -58697.8639
2S+1: 4
Energy relative to the best compared isomer or geometry (same formula, charge and spin) in kJ/mol: 307.8
LUMO level (spin up / spin down) in eV: -15.8 / -15.8
Total charge: +4

Results of the Mulliken charge analysis, in e, for atoms 1 through 2: Re 1.81; C -1.08